(1)
Molecular formula: C17H15F3N2
Method: DFT, ωB97M-V with the def2-TZVPD basis set

```
37
Properties=species:S:1:pos:R:3:forces:R:3:lowdin_charge:R:1
C -2.333 2.353 2.299 -0.509 0.085 1.423 -0.0360
C -1.923 1.089 1.645 0.951 0.269 0.594 -0.1450
C -2.554 -0.114 1.916 -0.749 -0.860 0.119 -0.1153
C -3.779 -0.231 2.643 -0.414 -1.550 0.973 0.0031
C -4.336 -1.504 2.935 0.222 3.369 0.910 -0.0710
C -3.700 -2.631 2.451 0.747 -3.049 -0.291 -0.1106
C -2.515 -2.591 1.788 -0.742 1.682 -0.435 -0.0061
C -1.931 -1.323 1.502 -0.326 -0.222 0.320 -0.2244
N -0.776 -1.357 0.883 0.776 0.040 -0.640 0.1666
C -0.216 -0.210 0.520 0.832 -0.820 0.430 -0.1390
C 1.028 -0.368 -0.195 0.999 0.285 -1.941 -0.0903
F 1.524 -1.662 -0.365 -0.740 1.982 0.286 0.0318
C 1.620 0.703 -0.905 1.615 -0.842 0.482 -0.0544
N 2.857 0.691 -1.734 -2.807 2.661 2.661 0.0330
C 3.024 -0.350 -2.693 -1.900 -1.987 -0.714 -0.4705
C 4.022 -1.427 -2.226 -0.031 -1.038 0.225 -0.0747
C 3.368 0.312 -4.063 -1.774 0.154 0.632 -0.0569
C 1.016 1.962 -0.591 -1.851 -0.089 1.059 -0.1579
F 1.439 3.066 -1.192 0.703 0.537 -0.651 0.1010
C -0.099 2.138 0.222 1.040 -0.763 -0.301 -0.1610
F -0.694 3.320 0.276 0.184 1.030 -0.188 0.1069
C -0.740 1.076 0.903 0.397 -1.531 -1.579 -0.0300
H -2.429 2.284 3.428 -1.310 -0.640 -1.262 0.1207
H -1.494 2.974 2.418 1.118 1.254 -1.021 0.0565
H -3.130 2.827 1.715 -0.006 0.240 0.798 0.1099
H -4.152 0.685 3.092 -0.357 -0.293 -0.107 0.1004
H -5.144 -1.585 3.694 0.393 0.107 -0.998 0.1137
H -4.053 -3.670 2.631 -0.301 0.998 0.074 0.1178
H -2.037 -3.385 1.268 0.226 -0.933 0.213 0.1076
H 3.106 1.692 -2.007 -0.586 -2.175 0.250 0.1459
H 1.999 -0.968 -2.741 1.952 1.589 -0.366 0.1700
H 3.547 -2.304 -1.669 0.374 1.410 -0.680 0.0853
H 4.820 -1.046 -1.567 -0.254 0.064 -0.456 0.0780
H 4.446 -1.856 -3.138 0.321 -0.130 0.213 0.0592
H 4.095 1.118 -3.862 -0.101 -0.447 -0.509 0.0796
H 3.705 -0.451 -4.741 0.564 -0.052 -0.356 0.0560
H 2.418 0.743 -4.539 1.344 -0.334 0.836 0.1003
```
Positions in Å, forces in eV/Å.

Computed properties:
HOMO level   -7.8 eV
Energy relative to the best compared isomer or geometry (same formula, charge and spin)   1.786 eV
Structure (SMILES)   Cc1c2ccccc2nc2c(F)c(NC(C)C)c(F)c(F)c12
E_LUMO   -0.0253 Eh

=====

(2)
Molecular formula: C17H15F3O14
Method: DFT, ωB97M-V with the def2-TZVPD basis set

```
49
Properties=species:S:1:pos:R:3:forces:R:3:lowdin_charge:R:1
O 0.946 -2.131 -1.653 -0.110 0.079 -0.409 0.1996
C -0.093 -1.892 -1.142 0.172 -0.178 0.193 -0.5483
O -1.094 -2.757 -0.887 -0.158 0.441 0.105 0.1387
O -0.407 -0.651 -0.589 -0.506 -0.159 -0.113 0.0481
O -0.196 0.332 -1.606 0.577 0.183 0.260 0.0645
C -1.393 0.823 -2.100 -0.289 0.191 0.004 -0.3997
O -1.324 1.856 -2.688 0.142 -0.103 -0.015 0.1782
C -2.610 -0.022 -1.936 0.036 -0.176 -0.074 -0.1561
C -3.366 -0.011 -0.769 0.149 0.020 -0.147 -0.0030
C -4.478 -0.834 -0.668 0.251 0.103 -0.045 -0.0489
C -4.820 -1.659 -1.732 -0.098 -0.034 0.207 -0.0710
C -4.068 -1.666 -2.899 0.060 0.015 0.099 -0.0735
C -2.954 -0.842 -3.007 -0.129 -0.089 0.146 -0.0266
H -1.406 -3.142 -1.716 0.204 -0.247 0.042 0.1339
H -3.056 0.630 0.046 -0.101 -0.050 0.077 0.1311
H -5.047 -0.842 0.252 -0.111 -0.025 -0.047 0.1032
H -5.684 -2.305 -1.629 -0.015 -0.011 -0.104 0.1076
H -4.343 -2.319 -3.716 -0.010 0.032 -0.046 0.1060
H -2.353 -0.845 -3.908 -0.010 0.054 -0.029 0.1280
O 4.085 5.413 -0.091 0.039 0.015 0.093 0.1731
C 3.404 4.442 -0.122 0.021 -0.037 0.135 -0.5548
O 3.840 3.211 -0.466 -0.093 -0.013 -0.099 0.0524
C 2.782 2.275 -0.224 0.028 -0.205 -0.086 -0.0425
C 1.563 3.170 -0.276 0.006 -0.101 0.116 -0.3067
F 0.587 2.753 0.565 0.019 0.075 0.051 0.0776
O 2.081 4.409 0.184 -0.018 0.055 -0.284 0.1410
H 2.906 1.834 0.766 -0.079 0.052 0.045 0.1366
H 2.780 1.491 -0.975 0.099 0.107 -0.101 0.1428
H 1.139 3.302 -1.272 -0.128 -0.030 0.046 0.1719
O -6.591 -2.520 1.859 0.021 0.059 -0.088 0.1789
C -5.819 -3.412 1.769 0.027 0.123 -0.097 -0.5586
O -6.130 -4.672 1.387 0.083 -0.048 0.001 0.0724
C -4.914 -5.414 1.253 -0.059 -0.142 0.006 -0.0492
C -3.971 -4.628 2.137 0.111 0.122 -0.140 -0.3138
F -2.699 -4.650 1.678 -0.024 0.047 -0.035 0.0789
O -4.484 -3.312 2.035 -0.166 -0.206 0.218 0.1251
H -4.582 -5.391 0.214 0.086 0.048 0.019 0.1427
H -5.056 -6.443 1.570 -0.145 0.046 0.060 0.1402
H -3.973 -4.932 3.186 0.109 -0.019 0.001 0.1738
O 9.601 2.224 1.937 0.022 -0.053 -0.030 0.1852
C 8.497 2.628 1.812 -0.002 0.006 -0.123 -0.5503
O 8.157 3.813 1.256 -0.062 -0.012 0.033 0.0769
C 6.728 3.875 1.151 -0.014 0.117 -0.018 -0.0499
C 6.304 2.883 2.214 0.062 -0.044 -0.170 -0.3032
F 5.158 2.228 1.886 0.035 -0.068 0.049 0.0691
O 7.375 1.964 2.222 0.021 0.120 0.228 0.1311
H 6.418 3.543 0.160 -0.067 -0.064 0.033 0.1381
H 6.371 4.885 1.321 0.142 0.035 0.027 0.1356
H 6.187 3.307 3.213 -0.131 -0.032 0.006 0.1736
```
Positions in Å, forces in eV/Å.

Computed properties:
HOMO level   -10.3 eV
Structure (SMILES)   O=C(O)OOC(=O)c1ccccc1.O=C1OC[C@@H](F)O1.O=C1OC[C@@H](F)O1.O=C1OC[C@@H](F)O1
E_LUMO   -0.0012 Eh

=====

(3)
Molecular formula: C17H15F6GaN7O6S2Se3Te
Method: DFT, ωB97M-V with the def2-TZVPD basis set

```
58
Properties=species:S:1:pos:R:3:forces:R:3:lowdin_charge:R:1
Ga -0.134 0.030 0.116 -0.536 0.607 -0.430 -0.0542
Se 0.629 2.209 1.004 0.211 -0.252 0.000 0.1792
Se -1.437 3.056 1.649 0.022 0.138 -0.066 -0.1603
Te -2.138 1.169 3.125 -0.015 -0.053 0.125 0.3023
Se -2.208 -0.528 1.294 0.058 -0.142 -0.048 0.0573
F 2.219 -3.492 2.324 -0.005 -0.004 -0.026 0.1478
C 3.163 -2.682 2.781 0.043 -0.024 0.003 -0.6794
F 4.352 -3.265 2.601 -0.012 0.000 0.015 0.1286
F 2.978 -2.508 4.094 -0.024 0.000 0.003 0.1318
S 3.122 -1.029 1.967 -0.026 -0.013 0.023 0.6000
O 1.774 -0.564 2.082 -0.015 0.074 0.196 -0.3396
O 4.180 -0.309 2.600 0.076 0.070 0.041 -0.2581
N 3.514 -1.480 0.500 0.129 -0.153 0.010 -0.2689
S 2.978 -0.950 -0.835 0.067 0.046 -0.209 0.6168
O 1.864 -0.002 -0.761 0.068 0.047 0.118 -0.3908
O 2.899 -1.960 -1.845 -0.049 -0.018 -0.009 -0.2470
C 4.316 0.178 -1.410 0.020 0.012 0.014 -0.6693
F 4.471 1.184 -0.553 0.007 -0.001 -0.004 0.1460
F 4.000 0.684 -2.608 -0.028 0.010 0.008 0.1307
F 5.471 -0.473 -1.522 -0.009 -0.024 -0.003 0.1408
C 0.661 1.934 -3.090 -0.043 0.008 -0.012 0.0129
C -0.739 2.026 -2.596 0.170 -0.071 0.145 -0.3454
N -1.200 1.423 -1.529 -0.382 -0.027 0.125 0.0279
C -2.533 1.768 -1.423 0.061 0.060 -0.093 -0.1549
C -2.868 2.611 -2.429 -0.038 -0.052 -0.056 -0.0341
N -1.719 2.767 -3.183 0.106 0.103 0.024 -0.0169
C -1.543 3.655 -4.298 -0.080 -0.037 -0.054 -0.0659
N -2.462 3.362 -5.375 -0.011 0.010 0.035 -0.0601
N -3.185 4.364 -5.921 0.090 -0.009 -0.052 0.0411
N -3.856 3.916 -6.914 -0.069 -0.021 0.036 0.0570
C -3.594 2.568 -7.040 0.057 0.003 -0.013 -0.2406
C -4.084 1.623 -7.948 0.003 0.024 0.004 -0.0281
C -3.640 0.331 -7.803 0.003 -0.012 -0.001 -0.0926
C -2.741 -0.032 -6.774 -0.009 -0.025 -0.006 -0.0706
C -2.246 0.882 -5.875 -0.020 0.056 0.025 0.0050
C -2.688 2.199 -6.047 -0.051 -0.010 -0.020 -0.1579
H 1.162 1.147 -2.533 0.018 0.027 -0.055 0.0545
H 1.209 2.864 -2.922 -0.013 0.003 0.009 0.0962
H 0.701 1.689 -4.153 -0.010 -0.025 0.004 0.0859
H -3.148 1.387 -0.628 0.018 -0.022 0.029 0.0540
H -3.792 3.094 -2.698 0.010 -0.007 0.014 0.1190
H -0.514 3.559 -4.638 0.003 0.007 -0.039 0.1314
H -1.736 4.693 -4.031 0.011 0.004 0.061 0.1382
H -4.787 1.910 -8.719 0.003 -0.009 -0.001 0.1071
H -3.995 -0.437 -8.478 -0.007 0.010 -0.001 0.0965
H -2.449 -1.069 -6.672 0.007 0.014 0.004 0.1051
H -1.616 0.573 -5.053 0.012 0.013 -0.050 0.0769
O 0.486 -2.190 0.293 -0.086 -0.179 -0.021 -0.0219
C -0.032 -2.369 -0.814 0.112 0.101 0.101 -0.5266
C -0.155 -3.640 -1.603 0.006 -0.021 0.005 -0.0586
C -0.889 -3.166 -2.857 -0.010 0.020 -0.003 -0.0660
C -1.029 -1.649 -2.679 0.067 0.024 -0.098 -0.4317
O -1.487 -0.912 -3.528 0.018 -0.028 0.070 0.0558
N -0.538 -1.294 -1.447 0.067 -0.244 0.125 0.1057
H -0.688 -4.389 -1.019 -0.009 0.000 -0.003 0.1257
H 0.848 -4.016 -1.802 0.012 0.003 0.004 0.1234
H -1.888 -3.588 -2.964 -0.004 -0.012 0.009 0.1195
H -0.348 -3.359 -3.782 0.006 0.005 -0.007 0.1193
```
Positions in Å, forces in eV/Å.

Computed properties:
HOMO level   -4.9 eV
Energy relative to the best compared isomer or geometry (same formula, charge and spin)   0.156 eV
Net charge   -1
E_LUMO   0.0835 Eh

=====

(4)
Molecular formula: C17H15MgN2O5
Method: DFT, ωB97M-V with the def2-TZVPD basis set

```
40
Properties=species:S:1:pos:R:3:forces:R:3:lowdin_charge:R:1
Mg 0.597 0.690 0.076 0.380 -0.600 0.316 0.7042
O 3.049 1.263 -3.146 0.010 0.020 0.026 0.0330
C 2.498 1.133 -2.061 -0.005 -0.037 -0.077 -0.6062
O 1.245 1.101 -1.808 -0.134 0.100 0.162 -0.0995
C 3.382 1.002 -0.816 0.017 0.064 0.008 -0.1596
C 4.762 1.098 -0.810 0.015 -0.018 0.031 0.0037
C 5.415 1.019 0.416 -0.002 0.008 -0.040 -0.0486
C 4.688 0.855 1.586 -0.047 -0.046 0.023 0.0054
C 3.306 0.776 1.494 0.083 -0.106 0.039 -0.1589
N 2.705 0.840 0.316 -0.191 0.111 -0.171 0.1005
C 2.345 0.634 2.682 0.256 -0.007 0.084 -0.6289
O 2.830 0.263 3.748 -0.104 0.125 -0.011 0.0206
O 1.146 0.936 2.393 -0.136 -0.309 -0.271 -0.1355
H 5.284 1.237 -1.746 -0.002 0.001 -0.004 0.1137
H 6.495 1.094 0.456 0.001 -0.004 0.003 0.1017
H 5.152 0.786 2.560 0.002 0.000 0.002 0.1140
C -3.770 0.680 0.141 -0.001 0.020 0.007 -0.1011
N -3.697 -0.010 -1.132 0.004 -0.004 0.028 -0.2692
C -4.207 0.831 -2.193 -0.004 0.007 -0.013 -0.1281
C -2.326 -0.423 -1.423 0.009 0.013 -0.053 -0.1940
C -1.763 -1.400 -0.416 0.020 -0.037 -0.035 -0.2883
C -2.448 -2.600 -0.219 0.009 0.011 -0.022 -0.0715
C -1.971 -3.538 0.682 -0.008 -0.014 0.005 -0.1179
C -0.804 -3.271 1.388 0.014 -0.009 0.010 -0.1184
C -0.137 -2.070 1.188 -0.049 -0.009 0.008 -0.1385
C -0.587 -1.095 0.282 0.027 0.358 -0.020 -0.1172
H -4.806 0.947 0.359 -0.003 -0.004 -0.003 0.0779
H -3.168 1.608 0.142 -0.001 -0.004 0.000 0.0852
H -3.396 0.037 0.936 0.000 -0.001 0.000 0.0851
H -5.246 1.101 -1.989 -0.001 -0.001 0.003 0.0756
H -4.170 0.296 -3.143 -0.002 -0.003 0.001 0.0784
H -3.627 1.765 -2.306 0.001 -0.004 0.000 0.0850
H -1.661 0.460 -1.482 -0.002 -0.008 0.004 0.1031
H -2.324 -0.868 -2.423 -0.018 -0.010 0.009 0.1232
H -3.364 -2.787 -0.769 -0.005 -0.002 0.003 0.1022
H -2.506 -4.468 0.835 0.000 0.000 0.000 0.0864
H -0.423 -3.993 2.102 -0.003 -0.006 -0.004 0.0881
H 0.755 -1.879 1.779 -0.010 0.007 0.014 0.0832
O 0.033 2.794 0.743 -0.050 0.070 -0.095 0.0065
C 0.717 3.155 1.577 -0.070 0.331 0.037 0.1045
```
Positions in Å, forces in eV/Å.

Computed properties:
HOMO level   -5.7 eV
Energy relative to the best compared isomer or geometry (same formula, charge and spin)   0.222 eV
Net charge   -1
E_LUMO   0.1095 Eh

=====

| no. | orbital gap (eV) |
| --- | --- |
| 1 | 7.06 |
| 2 | 10.23 |
| 3 | 7.20 |
| 4 | 8.67 |